[1]
ORCA calculation (the ωB97M-V functional and the def2-TZVPD basis) on a structure of composition C37H49GeHfN2O.

CARTESIAN COORDINATES (ANGSTROEM)
Hf 0.609 0.636 0.400
Ge -2.395 0.750 -0.317
O 1.507 -1.034 0.753
N 1.019 3.113 0.852
N 3.237 1.333 0.671
C -5.283 1.141 -0.569
C 1.377 -2.429 0.700
C 0.057 4.002 0.166
C -0.707 1.959 -2.298
C -0.177 2.931 -3.148
C -1.898 -3.351 -2.670
C 3.405 2.686 1.201
C -1.254 1.090 1.214
C 1.578 -3.049 -0.530
C -2.106 -2.169 -3.388
C 1.342 -0.998 -2.109
C 0.986 -4.540 1.733
C 0.724 3.180 2.305
C -0.116 -1.537 3.483
C -4.244 0.540 0.140
C -2.181 -0.952 -2.720
C 3.519 -2.290 -1.935
C -2.060 4.338 -2.624
C 3.987 0.380 1.515
C -1.774 -3.315 -1.288
C -2.033 -0.900 -1.324
C 2.328 -2.056 3.776
C 0.982 -2.579 3.266
C 1.471 -4.435 -0.596
C -1.908 2.146 -1.597
C -6.900 0.066 0.860
C -2.577 3.360 -1.776
C -5.868 -0.541 1.572
C 3.810 1.293 -0.687
C -1.837 -2.093 -0.621
C -6.607 0.904 -0.209
C -0.863 4.125 -3.313
C 1.989 -2.350 -1.820
C -4.544 -0.301 1.216
C 1.099 -3.157 1.859
C 1.168 -5.188 0.520
C 2.379 3.610 0.620
H -5.075 1.783 -1.422
H -1.723 -2.077 0.462
H 3.803 0.280 -1.066
H 2.595 -1.128 3.268
H 0.268 -1.042 -1.886
H 5.057 0.615 1.495
H -6.095 -1.197 2.406
H -7.932 -0.114 1.138
H 2.520 3.738 -0.455
H -0.949 3.646 0.364
H 3.252 1.933 -1.373
H 1.082 -6.266 0.452
H -3.747 -0.775 1.788
H 3.835 -1.749 -2.834
H 1.424 -0.730 -3.162
H 2.490 4.597 1.076
H 4.406 3.063 0.973
H -7.410 1.375 -0.769
H 0.738 2.744 -3.701
H 0.234 4.003 -0.907
H -2.221 -2.202 -4.468
H -3.501 3.560 -1.236
H -2.594 5.276 -2.754
H 3.638 0.443 2.543
H 1.852 -0.194 -1.578
H -0.478 4.884 -3.986
H 0.170 5.023 0.549
H 1.323 2.459 2.864
H 1.619 -2.996 -2.615
H 0.716 -3.432 3.890
H -1.631 0.518 2.068
H -1.626 -4.232 -0.726
H 3.132 -2.777 3.606
H 2.278 -1.851 4.850
H -1.850 -4.301 -3.193
H -0.206 0.995 -2.272
H 0.954 4.183 2.681
H 0.768 -5.123 2.624
H 3.950 -1.797 -1.058
H 0.154 -0.575 3.077
H 3.320 2.646 2.285
H -0.280 -1.380 4.553
H -0.317 2.946 2.462
H -1.067 -1.832 3.035
H 3.946 -3.296 -1.977
H 3.834 -0.634 1.156
H -2.364 -0.045 -3.289
H 4.849 1.635 -0.664
H 1.615 -4.920 -1.558

Results
2S+1: 1
HOMO energy in hartree: -0.367
Total charge: +1
Frontier orbital gap in Eh: 0.2431
Energy above the lowest of the compared OMol25 structures with the same formula, charge and spin in kcal per mole: 22.1
Molar mass in g mol⁻¹: 788.91
LUMO level in Ha: -0.1235

Mulliken atomic charge list, values in e, 4 entries: -0.48, 0.15, 1.48, 0.55


[2]
ORCA calculation (the ωB97M-V functional and the def2-TZVPD basis) on a structure of composition C47H99N8O14PS.

CARTESIAN COORDINATES (ANGSTROEM)
S 5.955 1.394 -1.046
P 2.495 -1.318 -5.848
O -7.915 12.346 -2.002
O -7.671 4.593 -1.314
O 5.657 -2.688 7.510
O 1.553 -0.023 -6.130
O -5.640 1.008 -3.364
O 7.550 -0.896 3.667
O -0.362 -1.230 -2.442
O 4.811 -7.509 4.631
O -5.953 8.446 -0.558
O -1.252 -3.190 -1.769
O -3.227 -0.404 2.388
O 3.620 -1.063 -7.032
O 5.829 -4.071 1.786
O -5.640 -3.373 -0.039
N 6.204 -7.215 1.992
N 5.578 -0.145 -0.852
N -8.550 9.238 -1.842
N 5.468 2.953 -6.195
N 5.300 1.698 -2.473
N -7.693 1.609 -1.011
N 6.082 0.124 6.088
N -3.849 -3.500 2.361
C -6.490 8.408 0.746
C -6.784 11.918 -1.269
C 7.512 0.224 5.832
C 4.361 -1.796 -2.220
C 5.051 -4.338 2.937
C 4.636 -2.905 -1.228
C -7.024 2.564 -0.139
C 5.723 -0.214 7.462
C -5.569 0.573 -2.020
C 3.580 -7.906 4.063
C -9.170 10.304 -2.623
C -0.549 0.875 -1.307
C 7.813 0.319 4.352
C 3.975 1.546 -5.005
C 7.036 -4.806 1.682
C -3.742 -1.185 3.452
C -5.300 -3.637 2.346
C 6.406 -0.875 2.832
C -7.761 3.884 -0.085
C 6.833 -7.451 3.285
C 6.231 -1.520 8.063
C -4.584 -3.668 -0.934
C 6.194 0.630 -6.099
C -3.907 -0.533 1.155
C -6.672 7.683 -1.521
C 6.227 -3.130 6.295
C 3.652 -1.975 -3.364
C -3.315 -2.649 3.420
C 1.796 -3.564 -2.714
C 4.721 0.554 -2.863
C 4.018 0.355 -4.077
C 5.941 -8.257 4.204
C 5.257 1.770 -5.791
C -8.867 4.629 -2.069
C -5.784 -4.266 1.056
C -5.797 2.401 -3.547
C -0.435 -0.622 -1.144
C -7.428 8.570 -2.488
C 5.697 -3.899 -1.787
C 4.887 -0.512 -1.939
C 0.479 -3.228 -3.432
C 3.064 -3.351 -3.584
C -6.915 0.412 -1.323
C -0.472 -2.583 -2.467
C 6.875 -6.227 1.153
C -8.320 11.494 -3.054
C 3.477 -0.884 -4.326
H -5.269 2.974 -2.780
H -4.831 -1.070 3.516
H -9.611 9.857 -3.520
H -6.853 -4.474 1.150
H 5.933 -1.521 9.114
H -5.930 7.116 -2.089
H 4.465 -3.444 3.151
H 6.313 -6.165 0.218
H -7.281 4.508 0.675
H 3.480 -7.589 3.019
H 7.304 -2.942 6.258
H -8.806 3.744 0.208
H 4.346 -1.686 -6.909
H 0.635 -2.571 -4.285
H -6.707 9.280 -2.915
H 6.603 -3.857 -1.188
H -3.759 0.393 0.596
H -5.738 8.816 1.420
H 5.684 -0.566 5.464
H 7.080 -6.518 3.810
H -6.755 -0.145 -0.394
H -9.723 4.901 -1.446
H 8.882 0.521 4.238
H -3.486 -1.343 0.553
H -7.538 -0.217 -1.962
H -8.741 5.390 -2.838
H -3.560 -3.106 4.385
H -6.851 2.696 -3.557
H -3.536 -3.137 1.471
H 6.385 0.022 2.206
H -9.076 3.674 -2.563
H 5.249 -6.920 2.139
H -6.717 7.382 1.054
H 5.085 -2.447 -0.354
H -6.308 12.807 -0.854
H -7.451 11.194 -3.653
H 0.005 -4.132 -3.813
H 2.789 -7.430 4.641
H -7.060 11.269 -0.433
H -3.329 -0.743 4.362
H 0.484 -0.865 -0.604
H 5.933 -3.692 -2.829
H 7.766 -8.001 3.128
H 4.348 -5.159 2.773
H 8.072 -0.634 6.227
H 1.900 0.581 -6.797
H 6.057 -4.206 6.228
H -4.872 1.205 -1.455
H -0.779 1.331 -0.343
H -6.061 11.399 -1.905
H -5.273 -5.215 0.867
H -5.597 -4.270 3.188
H -3.607 -3.412 -0.516
H 1.891 -2.899 -1.853
H 7.646 -4.260 0.958
H -5.823 -2.676 2.448
H 6.051 0.606 8.110
H -6.978 2.147 0.873
H 7.869 -6.611 0.899
H -8.240 9.620 -0.959
H -8.945 12.112 -3.703
H -7.336 6.963 -1.040
H 0.380 1.312 -1.669
H 3.834 2.434 -4.392
H -4.979 -0.696 1.291
H 3.791 -4.121 -3.332
H 5.676 -4.564 3.805
H -4.579 -4.722 -1.225
H -2.226 -2.665 3.331
H 3.132 1.478 -5.675
H 1.756 -4.579 -2.324
H -5.376 2.652 -4.521
H 5.634 -9.196 3.733
H 7.580 -4.770 2.634
H 6.514 -8.504 5.102
H -1.349 1.139 -1.998
H -1.273 -1.006 -0.564
H 7.209 1.020 -6.171
H 7.326 -1.593 8.048
H 5.751 -2.663 5.427
H 5.321 -4.921 -1.725
H -9.998 10.697 -2.027
H -5.995 2.778 -0.459
H 6.345 2.991 -6.715
H 7.264 1.148 3.895
H 3.448 -8.990 4.116
H -7.811 7.951 -3.306
H 3.723 -3.437 -0.978
H 4.632 -0.237 7.509
H -7.400 9.012 0.843
H -7.942 2.069 -1.875
H 5.932 0.183 -7.057
H 6.197 -0.152 -5.341
H -5.118 -0.422 -2.063
H 2.781 -3.505 -4.622
H 6.453 -1.749 2.187
H 7.895 1.126 6.319
H 5.476 -0.928 3.411
H -4.735 -3.062 -1.826

Results
2S+1: 1
HOMO energy in hartree: -0.316
Frontier orbital gap in Eh: 0.2852
Molar mass in g mol⁻¹: 1063.39
LUMO level in Ha: -0.0307

Mulliken atomic charge list, values in e, 4 entries: 0.03, 0.17, -0.43, -0.14


Which of these has the highest molar mass?
C47H99N8O14PS


What did the first record say?
ORCA calculation (the ωB97M-V functional and the def2-TZVPD basis) on a structure of composition C37H49GeHfN2O.

CARTESIAN COORDINATES (ANGSTROEM)
Hf 0.609 0.636 0.400
Ge -2.395 0.750 -0.317
O 1.507 -1.034 0.753
N 1.019 3.113 0.852
N 3.237 1.333 0.671
C -5.283 1.141 -0.569
C 1.377 -2.429 0.700
C 0.057 4.002 0.166
C -0.707 1.959 -2.298
C -0.177 2.931 -3.148
C -1.898 -3.351 -2.670
C 3.405 2.686 1.201
C -1.254 1.090 1.214
C 1.578 -3.049 -0.530
C -2.106 -2.169 -3.388
C 1.342 -0.998 -2.109
C 0.986 -4.540 1.733
C 0.724 3.180 2.305
C -0.116 -1.537 3.483
C -4.244 0.540 0.140
C -2.181 -0.952 -2.720
C 3.519 -2.290 -1.935
C -2.060 4.338 -2.624
C 3.987 0.380 1.515
C -1.774 -3.315 -1.288
C -2.033 -0.900 -1.324
C 2.328 -2.056 3.776
C 0.982 -2.579 3.266
C 1.471 -4.435 -0.596
C -1.908 2.146 -1.597
C -6.900 0.066 0.860
C -2.577 3.360 -1.776
C -5.868 -0.541 1.572
C 3.810 1.293 -0.687
C -1.837 -2.093 -0.621
C -6.607 0.904 -0.209
C -0.863 4.125 -3.313
C 1.989 -2.350 -1.820
C -4.544 -0.301 1.216
C 1.099 -3.157 1.859
C 1.168 -5.188 0.520
C 2.379 3.610 0.620
H -5.075 1.783 -1.422
H -1.723 -2.077 0.462
H 3.803 0.280 -1.066
H 2.595 -1.128 3.268
H 0.268 -1.042 -1.886
H 5.057 0.615 1.495
H -6.095 -1.197 2.406
H -7.932 -0.114 1.138
H 2.520 3.738 -0.455
H -0.949 3.646 0.364
H 3.252 1.933 -1.373
H 1.082 -6.266 0.452
H -3.747 -0.775 1.788
H 3.835 -1.749 -2.834
H 1.424 -0.730 -3.162
H 2.490 4.597 1.076
H 4.406 3.063 0.973
H -7.410 1.375 -0.769
H 0.738 2.744 -3.701
H 0.234 4.003 -0.907
H -2.221 -2.202 -4.468
H -3.501 3.560 -1.236
H -2.594 5.276 -2.754
H 3.638 0.443 2.543
H 1.852 -0.194 -1.578
H -0.478 4.884 -3.986
H 0.170 5.023 0.549
H 1.323 2.459 2.864
H 1.619 -2.996 -2.615
H 0.716 -3.432 3.890
H -1.631 0.518 2.068
H -1.626 -4.232 -0.726
H 3.132 -2.777 3.606
H 2.278 -1.851 4.850
H -1.850 -4.301 -3.193
H -0.206 0.995 -2.272
H 0.954 4.183 2.681
H 0.768 -5.123 2.624
H 3.950 -1.797 -1.058
H 0.154 -0.575 3.077
H 3.320 2.646 2.285
H -0.280 -1.380 4.553
H -0.317 2.946 2.462
H -1.067 -1.832 3.035
H 3.946 -3.296 -1.977
H 3.834 -0.634 1.156
H -2.364 -0.045 -3.289
H 4.849 1.635 -0.664
H 1.615 -4.920 -1.558

Results
2S+1: 1
HOMO energy in hartree: -0.367
Total charge: +1
Frontier orbital gap in Eh: 0.2431
Energy above the lowest of the compared OMol25 structures with the same formula, charge and spin in kcal per mole: 22.1
Molar mass in g mol⁻¹: 788.91
LUMO level in Ha: -0.1235

Mulliken atomic charge list, values in e, 4 entries: -0.48, 0.15, 1.48, 0.55


What is the LUMO level in the first record?
-0.1235 Ha